[1]
Entry from OMol25: the molecule C12H12O2 (wB97M-V/def2-TZVPD).

Summary:
energy relative to the best compared isomer or geometry (same formula, charge and spin) = 2.6970 eV
SMILES = OCCOc1ccccc2cccc1-2

Element x y z (Å)
O -2.697 3.865 0.354
C -2.578 2.647 -0.423
C -1.119 1.945 -0.212
O -0.872 0.851 -1.145
C 0.212 0.047 -0.868
C 1.371 0.452 -1.429
C 2.653 -0.006 -1.179
C 3.159 -1.077 -0.490
C 2.476 -1.887 0.358
C 1.097 -1.957 0.666
C 0.404 -2.801 1.458
C -0.999 -2.516 1.447
C -1.247 -1.537 0.443
C 0.047 -1.133 -0.038
H -3.222 3.648 1.161
H -2.697 2.897 -1.550
H -3.420 1.899 -0.162
H -1.118 1.482 0.768
H -0.534 2.844 -0.402
H 1.313 1.382 -2.044
H 3.405 0.495 -1.745
H 4.208 -1.239 -0.367
H 3.098 -2.625 1.033
H 0.967 -3.400 2.221
H -1.654 -3.059 2.092
H -2.253 -1.218 0.054

=====

[2]
Entry from OMol25: a 2-piece molecular cluster, C22H44FINO11S2 overall (wB97M-V/def2-TZVPD).

Summary:
net charge = +1

Element x y z (Å)
C -2.932 1.236 -6.141
C -1.914 -0.024 -6.215
C -1.692 -0.448 -4.680
O -2.469 -1.272 -4.190
O -0.649 0.217 -4.012
C 0.102 -0.654 -3.144
C 0.461 0.172 -1.824
C 0.075 -0.610 -0.461
O 1.226 -0.473 0.402
C 0.926 -0.809 1.785
C -0.255 0.156 2.344
C -0.258 -0.012 3.918
C 0.624 0.950 4.797
C 2.172 1.050 4.439
I 3.098 -0.841 5.110
O 0.222 1.458 2.030
C -0.705 2.526 2.231
C -0.145 3.779 1.370
C -1.064 5.084 1.544
C 1.412 4.034 1.556
C 1.876 4.899 0.263
C 1.778 4.966 2.833
N -1.490 -0.282 1.606
S -2.100 -1.882 1.871
O -3.603 -1.835 1.814
O -1.671 -2.874 0.824
F -1.758 -2.587 3.317
C -1.281 0.025 0.115
C -2.590 -0.345 -0.779
O -2.650 0.616 -1.876
O -3.536 1.620 -1.566
H -4.018 0.895 -6.053
H -2.823 1.940 -7.017
H -2.727 1.816 -5.174
H -0.940 0.239 -6.725
H -2.442 -0.916 -6.684
H -0.422 -1.613 -2.851
H 1.078 -0.950 -3.658
H 1.598 0.305 -1.818
H 0.038 1.237 -1.828
H -0.013 -1.705 -0.750
H 0.714 -1.912 1.947
H 1.910 -0.608 2.334
H -1.332 0.016 4.332
H 0.101 -1.080 4.143
H 0.241 2.022 4.901
H 0.582 0.538 5.867
H 2.615 1.843 5.132
H 2.390 1.269 3.350
H -0.817 2.916 3.288
H -1.761 2.369 1.825
H -0.291 3.454 0.276
H -2.093 4.803 1.128
H -1.135 5.340 2.643
H -0.700 5.939 0.892
H 2.064 3.111 1.540
H 1.499 4.338 -0.666
H 1.343 5.908 0.232
H 3.000 4.979 0.172
H 2.147 5.980 2.454
H 0.862 5.048 3.491
H 2.664 4.463 3.339
H -2.282 0.349 1.883
H -1.183 1.152 -0.074
H -2.563 -1.417 -1.143
H -3.527 -0.124 -0.156
H -2.987 2.411 -1.362
O 0.868 -6.754 -2.596
S 0.881 -5.530 -1.843
O 1.187 -4.264 -2.460
O 1.828 -5.721 -0.547
C 3.188 -6.117 -0.752
C 4.032 -4.983 -1.304
C -0.655 -5.364 -0.986
H 3.236 -6.997 -1.400
H 3.582 -6.413 0.223
H 3.705 -4.698 -2.306
H 5.082 -5.276 -1.367
H 3.945 -4.096 -0.672
H -0.891 -6.301 -0.485
H -1.421 -5.131 -1.725
H -0.572 -4.548 -0.271

=====

[3]
Entry from OMol25: the molecule C5H6Br2 (wB97M-V/def2-TZVPD).

Summary:
energy relative to the best compared isomer or geometry (same formula, charge and spin) = 4.3841 eV

Element x y z (Å)
C 0.639 -0.412 0.766
C 0.828 -1.433 1.536
C 1.013 0.580 -0.185
C -1.490 0.454 -0.149
C -0.347 0.353 -0.940
Br -2.996 -0.257 -0.961
Br -0.055 1.897 -2.624
H -0.110 -1.781 1.901
H 1.685 -1.840 1.957
H 1.133 1.611 0.407
H 1.927 0.311 -0.716
H -1.859 1.019 0.712
H -0.368 -0.503 -1.704

=====

[4]
Entry from OMol25: the molecule C4H4N2 (wB97M-V/def2-TZVPD).

Summary:
2S+1 = 3
⟨S²⟩ = 2.024
energy relative to the best compared isomer or geometry (same formula, charge and spin) = 3.7595 eV

Element x y z (Å)
C 0.081 -1.267 -0.017
C -0.913 -0.425 0.123
C 2.222 1.359 -0.039
C -2.053 0.209 -0.192
N 1.389 -0.882 -0.135
N 1.789 0.252 0.036
H -0.128 -2.372 0.180
H -2.335 0.685 -1.168
H -2.752 0.548 0.598
H 2.700 1.892 0.613

=====

[5]
Entry from OMol25: a 2-piece molecular cluster, C6H12N overall (wB97M-V/def2-TZVPD).

Summary:
energy relative to the best compared isomer or geometry (same formula, charge and spin) = 7.4103 eV
net charge = +1

Element x y z (Å)
C -2.162 0.813 -0.329
C -2.163 0.643 1.206
C -0.706 0.749 1.689
C -0.017 -0.379 0.955
C 0.478 -0.281 -0.240
N 4.091 -1.357 -1.934
C 2.930 -0.887 -1.985
H -2.118 1.878 -0.549
H -1.124 0.448 -0.671
H -2.919 0.339 -0.915
H -2.786 1.406 1.657
H -2.397 -0.400 1.428
H -0.267 1.657 1.276
H -0.611 0.761 2.769
H 0.023 -1.378 1.417
H 0.459 -1.244 -0.771
H 4.492 -1.374 -0.999
H 2.458 -0.429 -1.104
H 2.340 -0.963 -2.900

=====

[6]
Entry from OMol25: C43H32GeN4PdSe as an isolated structure (wB97M-V/def2-TZVPD).

Summary:
2S+1 = 2
⟨S²⟩ = 0.773
energy relative to the best compared isomer or geometry (same formula, charge and spin) = 0.9769 eV
net charge = +1

Element x y z (Å)
Pd 0.116 -0.230 -0.162
Se 0.475 4.822 5.727
N 0.366 3.064 5.673
C 0.225 2.716 4.418
C 0.112 1.346 3.969
C 0.196 0.258 4.835
C 0.111 -1.019 4.323
C -0.043 -1.173 2.951
N -0.129 -0.147 2.121
C -0.062 1.110 2.592
C -0.120 2.210 1.633
N -0.269 1.914 0.327
C -0.220 2.884 -0.572
C -0.069 4.223 -0.230
C 0.049 4.556 1.100
C 0.032 3.542 2.057
C 0.195 3.799 3.472
N 0.316 5.000 3.981
H 0.327 0.437 5.893
H 0.154 -1.887 4.965
H -0.123 -2.158 2.507
H -0.323 2.588 -1.609
H -0.050 4.978 -1.002
H 0.166 5.582 1.424
C 6.926 0.175 2.122
C 6.179 1.225 2.634
C 4.872 1.412 2.214
C 4.295 0.550 1.282
C 5.064 -0.486 0.749
C 6.370 -0.669 1.170
C 2.874 0.747 0.935
C 2.190 0.095 0.023
C 2.189 -1.013 -0.864
C 2.457 -0.908 -2.249
C 2.366 -2.020 -3.052
C 1.983 -3.256 -2.524
C 1.702 -3.382 -1.174
C 1.797 -2.275 -0.340
H 7.938 0.008 2.466
H 6.618 1.894 3.363
H 4.284 2.230 2.615
H 4.640 -1.150 0.008
H 6.960 -1.476 0.756
H 2.381 1.520 1.518
H 2.761 0.049 -2.651
H 2.603 -1.941 -4.105
H 1.915 -4.121 -3.170
H 1.438 -4.345 -0.759
H 1.700 -2.377 0.734
C -3.134 -1.326 1.685
Ge -2.119 -1.311 -0.019
C -2.808 -2.812 -1.116
C -4.180 -3.041 -1.072
C -4.741 -4.057 -1.833
C -3.933 -4.853 -2.633
C -2.565 -4.630 -2.678
C -2.003 -3.613 -1.919
C -2.720 0.331 -1.000
C -3.622 1.192 -0.427
C -4.109 2.317 -1.122
C -3.690 2.577 -2.394
C -2.747 1.731 -3.026
C -2.303 1.986 -4.344
C -1.370 1.184 -4.939
C -0.840 0.085 -4.240
C -1.266 -0.198 -2.970
C -2.234 0.607 -2.317
H -4.184 -1.098 1.502
H -2.741 -0.600 2.395
H -3.074 -2.316 2.138
H -4.816 -2.420 -0.452
H -5.809 -4.229 -1.796
H -4.371 -5.649 -3.220
H -1.934 -5.254 -3.299
H -0.931 -3.447 -1.948
H -3.982 1.009 0.579
H -4.830 2.967 -0.643
H -4.065 3.434 -2.940
H -2.723 2.831 -4.876
H -1.055 1.374 -5.956
H -0.107 -0.551 -4.719
H -0.927 -1.121 -2.496

=====

[7]
Entry from OMol25: the molecule C8H11N2O2PS (wB97M-V/def2-TZVPD).

Summary:
energy relative to the best compared isomer or geometry (same formula, charge and spin) = 1.7934 eV
SMILES = CN=[P@H](O)S/N=C/c1ccc(O)cc1

Element x y z (Å)
C -1.023 1.383 2.746
N 0.390 0.876 2.691
P 0.883 -0.377 3.457
O 2.392 -0.616 3.024
S -0.206 -2.176 2.835
N 0.099 -1.403 1.403
C -0.403 -1.569 0.234
C -0.127 -0.793 -0.967
C -1.219 -0.618 -1.884
C -1.102 0.091 -3.052
C 0.099 0.703 -3.356
O 0.262 1.497 -4.465
C 1.181 0.440 -2.551
C 1.089 -0.280 -1.364
H -0.900 2.372 2.358
H -1.690 0.988 2.013
H -1.472 1.200 3.655
H 1.302 -0.661 4.862
H 2.615 -0.139 2.164
H -1.479 -2.054 0.182
H -2.162 -1.125 -1.612
H -1.940 0.231 -3.803
H -0.566 1.522 -4.933
H 2.090 0.870 -2.863
H 1.886 -0.361 -0.775

=====

[8]
Entry from OMol25: C30H36F6N5OPTl as an isolated structure (wB97M-V/def2-TZVPD).

Summary:
energy relative to the best compared isomer or geometry (same formula, charge and spin) = 0.1467 eV
net charge = -1

Element x y z (Å)
Tl 1.132 0.500 -0.352
C -0.938 2.577 5.392
C -1.154 2.395 3.910
C -1.292 3.478 3.042
C -1.486 3.293 1.690
C -1.549 2.012 1.091
N -1.653 1.847 -0.254
C -2.649 2.477 -0.920
C -3.910 2.713 -0.298
C -5.009 3.209 -0.960
C -4.946 3.516 -2.316
C -6.146 4.025 -3.075
C -3.727 3.334 -2.944
C -2.595 2.843 -2.297
N -1.385 2.794 -3.061
C -1.297 2.827 -4.415
C 0.031 2.937 -4.742
C 0.688 2.961 -3.502
N -0.170 2.874 -2.498
C -1.427 0.928 1.994
C -1.234 1.129 3.357
N -1.607 -0.419 1.560
C -2.430 -1.317 2.149
C -2.301 -2.502 1.462
C -1.359 -2.223 0.459
N -0.953 -0.964 0.526
H -0.753 3.624 5.632
H -0.085 1.991 5.742
H -1.813 2.252 5.963
H -1.237 4.487 3.439
H -1.590 4.149 1.033
H -3.999 2.445 0.746
H -5.941 3.349 -0.420
H -6.904 4.406 -2.389
H -6.608 3.234 -3.673
H -5.873 4.832 -3.758
H -3.660 3.617 -3.987
H -2.153 2.741 -5.058
H 0.462 2.984 -5.727
H 1.744 3.026 -3.292
H -1.135 0.259 4.000
H -3.049 -1.044 2.986
H -2.812 -3.429 1.654
H -0.953 -2.871 -0.301
C 2.809 -1.290 -4.105
C 2.428 -2.028 -2.801
O 2.341 -1.268 -1.709
C 3.526 -3.119 -2.596
F 3.270 -3.967 -1.580
F 3.757 -3.897 -3.684
F 4.702 -2.525 -2.305
C 1.071 -2.743 -3.067
F 1.075 -3.567 -4.148
F 0.110 -1.829 -3.291
F 0.658 -3.492 -2.026
H 3.768 -0.796 -3.952
H 2.051 -0.535 -4.298
H 2.874 -1.968 -4.955
C 2.870 -5.044 2.002
C 1.782 -4.159 1.398
P 2.057 -2.313 1.394
C 3.917 -2.204 1.446
C 4.426 -0.836 0.982
C 1.682 -2.039 3.203
C 1.842 -0.574 3.615
H 2.530 -6.081 2.046
H 3.130 -4.733 3.016
H 3.774 -5.019 1.394
H 0.841 -4.306 1.936
H 1.603 -4.453 0.363
H 4.303 -2.963 0.765
H 4.275 -2.433 2.455
H 4.057 -0.642 -0.025
H 5.519 -0.815 0.962
H 4.082 -0.033 1.639
H 2.308 -2.679 3.833
H 0.640 -2.349 3.342
H 2.893 -0.280 3.612
H 1.451 -0.399 4.621
H 1.306 0.083 2.927

=====

Number 1: total energy -614.81781 Ha, F_max 0.0789 Eh/bohr. Number 2: total energy -2940.37849 Ha, F_max 0.2173 Eh/bohr. Number 3: total energy -5341.95315 Ha, F_max 0.0627 Eh/bohr. Number 4: total energy -264.02902 Ha, F_max 0.1279 Eh/bohr. Number 5: total energy -290.04958 Ha, F_max 0.0741 Eh/bohr. Number 6: total energy -6482.81116 Ha, F_max 0.0305 Eh/bohr. Number 7: total energy -1310.89544 Ha, F_max 0.0804 Eh/bohr. Number 8: total energy -2626.91321 Ha, F_max 0.0136 Eh/bohr.